Entry 1:
C24H44Br21NO2P | ωB97M-V with the def2-TZVPD basis set

Geometry as XYZ:
```
93
Properties=species:S:1:pos:R:3:forces:R:3
C -1.238 -0.964 2.878 0.3 0.1 -0.1
C 0.148 -0.298 2.963 -0.1 -0.2 -0.1
C 0.612 0.269 1.613 -0.3 0.0 0.2
C 0.044 1.681 1.425 0.2 -0.2 0.2
P 0.371 2.514 -0.147 -0.5 0.1 0.3
C 1.487 3.928 0.026 0.1 -0.1 -0.4
C 2.995 3.724 -0.165 0.2 0.1 0.1
C 3.815 3.127 0.999 0.1 0.1 0.2
C 3.162 3.108 2.386 0.4 -0.1 0.0
C 0.928 1.419 -1.452 0.4 0.0 -0.2
C 2.235 0.639 -1.186 -0.1 -0.3 -0.1
C 2.062 -0.900 -1.151 0.1 -0.2 0.3
N 3.040 -1.698 -1.858 0.0 0.2 0.1
C -1.184 3.256 -0.706 0.0 -0.2 -0.1
C -2.471 2.446 -0.432 -0.1 0.5 0.3
C -3.231 3.114 0.724 0.2 0.0 0.0
C -4.602 2.577 1.036 -1.5 0.8 0.7
O -5.539 3.318 1.280 1.0 -0.9 -0.5
O -4.716 1.233 1.063 0.7 0.1 -0.7
C -5.739 0.710 0.172 -0.4 -0.3 0.2
C -5.267 -0.598 -0.445 0.0 0.0 0.1
H -1.814 -0.807 3.788 -0.1 -0.1 0.0
H -1.119 -2.036 2.718 -0.1 0.0 0.0
H -1.810 -0.578 2.029 -0.1 0.1 0.1
H 0.146 0.494 3.717 0.1 0.0 0.0
H 0.875 -1.045 3.287 0.0 0.1 0.1
H 0.213 -0.372 0.819 0.2 -0.1 0.0
H 1.700 0.255 1.561 0.0 0.1 -0.1
H 0.410 2.352 2.204 0.0 0.0 0.0
H -1.036 1.622 1.568 0.0 0.1 -0.1
H 1.240 4.434 0.961 0.0 0.0 0.0
H 1.143 4.586 -0.780 0.0 0.0 0.1
H 3.165 3.156 -1.082 0.0 0.0 0.0
H 3.403 4.717 -0.370 -0.1 0.0 0.0
H 4.729 3.718 1.081 0.0 -0.1 -0.1
H 4.152 2.116 0.762 -0.1 0.0 0.0
H 3.947 3.053 3.142 -0.1 0.0 0.0
H 2.589 4.009 2.606 -0.1 0.0 0.0
H 2.551 2.216 2.530 -0.2 0.1 0.0
H 0.102 0.752 -1.715 0.0 0.0 0.1
H 1.073 2.077 -2.316 -0.2 0.0 0.0
H 2.955 0.876 -1.971 0.0 0.1 0.0
H 2.685 0.947 -0.242 0.1 0.1 -0.1
H 2.116 -1.217 -0.110 -0.1 -0.1 0.0
H 1.062 -1.177 -1.488 0.0 0.0 -0.2
H 3.092 -1.487 -2.846 0.0 0.0 0.0
H 3.961 -1.592 -1.453 0.1 -0.1 -0.1
H -1.044 3.428 -1.776 0.0 0.1 0.0
H -1.250 4.238 -0.231 0.0 0.0 0.0
H -3.095 2.495 -1.323 0.0 -0.2 0.0
H -2.266 1.400 -0.198 -0.1 -0.1 -0.2
H -2.633 3.082 1.642 -0.1 0.0 0.0
H -3.383 4.168 0.484 0.0 0.0 0.1
H -6.640 0.529 0.755 0.0 0.2 0.0
H -5.969 1.467 -0.580 0.1 0.0 0.0
H -5.580 -0.678 -1.486 0.0 0.0 0.0
H -5.681 -1.445 0.098 0.1 0.0 0.0
H -4.180 -0.687 -0.410 0.0 0.1 0.0
C 4.383 -3.819 -5.153 0.1 -0.1 0.1
Br 3.373 -2.194 -5.407 -0.1 0.0 -0.1
Br 6.214 -3.418 -4.734 0.1 -0.1 0.1
Br 3.599 -4.974 -3.839 -0.1 0.1 0.0
H 4.370 -4.339 -6.100 0.0 0.0 0.0
C -8.134 1.488 3.570 0.0 0.1 0.0
Br -6.609 0.453 4.131 0.0 -0.2 0.0
Br -9.092 0.616 2.149 0.0 0.0 0.0
Br -9.288 1.886 5.050 0.0 0.0 0.0
H -7.757 2.424 3.183 0.0 0.0 0.0
C -4.931 -5.052 -0.270 0.1 -0.1 0.0
Br -3.774 -3.817 0.656 -0.3 0.0 0.0
Br -5.988 -4.195 -1.624 0.0 0.1 0.0
Br -3.917 -6.514 -0.995 0.0 0.0 0.0
H -5.613 -5.460 0.461 0.0 0.0 0.0
C 7.690 0.304 -6.147 0.0 -0.1 0.0
Br 9.327 -0.205 -5.282 0.0 0.0 0.0
Br 7.164 -0.981 -7.474 0.0 0.1 -0.1
Br 6.286 0.617 -4.861 0.0 0.0 0.0
H 7.865 1.240 -6.654 0.0 0.0 0.0
C 5.902 -8.592 -2.258 0.0 0.0 0.0
Br 5.463 -10.058 -3.416 0.0 0.0 0.0
Br 6.721 -7.147 -3.225 0.0 0.0 0.0
Br 4.372 -8.005 -1.242 0.1 0.0 0.0
H 6.626 -8.951 -1.542 0.0 0.0 0.0
C -2.970 4.290 4.644 -0.1 0.0 0.0
Br -4.131 2.763 4.529 0.1 0.1 0.0
Br -1.129 3.810 4.288 0.0 0.0 0.0
Br -3.551 5.718 3.501 0.0 0.0 0.0
H -3.000 4.653 5.660 0.0 0.0 0.0
C 0.684 -4.908 0.877 0.0 0.0 -0.1
Br 1.805 -3.874 2.055 0.0 0.1 -0.1
Br -0.390 -3.804 -0.275 0.2 0.1 0.0
Br 1.704 -6.160 -0.158 0.0 0.0 0.0
H 0.007 -5.466 1.508 0.0 0.0 0.0
```
Positions in Å, forces in eV/Å.

Summary:
* gap between HOMO and LUMO: 9.4 eV
* E_HOMO: -11.51 eV
* net charge: +1
* M: 2087.579 g/mol

Results of the Mulliken charge analysis, in e, for atoms 1 through 5: -0.75, -1.01, -0.82, 0.50, 1.47

---

Entry 2:
C4H7NO2 | ωB97M-V with the def2-TZVPD basis set

Geometry as XYZ:
```
14
Properties=species:S:1:pos:R:3:forces:R:3
C 1.251 -1.242 0.166 0.0 0.0 0.0
C 0.286 -0.120 -0.110 0.1 -0.2 0.2
C -0.976 -0.131 0.737 0.0 -0.1 0.1
N -1.984 0.656 0.263 -0.1 -0.1 0.0
O -1.047 -0.778 1.765 0.0 0.3 -0.3
C 0.755 1.154 -0.676 0.1 0.3 0.1
O 0.062 0.214 -1.483 -0.1 0.0 -0.2
H 2.203 -1.059 -0.340 -0.2 0.0 0.0
H 1.419 -1.330 1.241 0.0 0.0 -0.2
H 0.840 -2.191 -0.192 0.0 0.1 0.1
H -2.883 0.552 0.709 0.1 0.0 0.0
H -1.961 0.934 -0.707 0.0 -0.1 0.1
H 0.218 2.080 -0.475 0.1 -0.1 0.0
H 1.817 1.262 -0.899 -0.2 0.0 0.1
```
Positions in Å, forces in eV/Å.

Summary:
* ΔE to the lowest compared entry with this formula, charge and spin: 110.1 kJ/mol
* gap between HOMO and LUMO: 10.8 eV
* E_HOMO: -9.93 eV
* net charge: 0
* M: 101.105 g/mol

Results of the natural (NBO) charge analysis, in e, for atoms 1 through 5: -0.63, 0.11, 0.65, -0.83, -0.60

---

Entry 3:
C15H16BNO3 | ωB97M-V with the def2-TZVPD basis set

Geometry as XYZ:
```
36
Properties=species:S:1:pos:R:3:forces:R:3
O 0.834 -2.741 -1.575 0.6 1.3 -0.4
C 0.194 -1.886 -0.953 -0.2 -0.2 0.4
N 0.495 -0.555 -0.787 -1.0 0.3 -0.9
C 1.465 0.269 -1.541 2.4 -1.5 1.2
C 1.221 1.771 -1.663 -1.7 0.5 -0.4
C 0.554 2.447 -0.479 -1.4 -1.0 -1.8
C -0.803 2.754 -0.512 1.0 0.3 -0.2
C -1.392 3.407 0.539 -1.2 0.4 1.1
C -0.718 3.529 1.737 2.7 0.5 2.7
C 0.647 3.079 1.831 -2.7 0.6 -2.7
C 1.236 2.674 0.654 4.0 -1.9 2.6
B 2.846 -0.289 -0.886 0.2 2.5 -1.0
O 3.100 -1.568 -0.733 0.0 -1.6 0.6
O 3.869 0.585 -0.686 -0.4 1.3 0.2
C -0.975 -2.412 -0.210 0.2 2.5 0.3
C -0.855 -3.574 0.487 1.3 -1.9 -2.1
C -1.980 -3.995 1.129 1.1 -2.5 1.2
C -2.999 -3.158 1.433 -2.7 0.0 0.0
C -3.108 -1.931 0.811 0.2 0.7 -0.3
C -2.094 -1.598 -0.074 0.2 0.9 1.0
H 0.132 -0.001 -0.010 -0.4 -0.8 -0.3
H 1.672 -0.108 -2.527 -0.8 -0.5 -0.8
H 2.171 2.307 -1.708 0.1 -0.4 -0.8
H 0.534 1.949 -2.570 1.3 0.0 1.1
H -1.318 2.554 -1.415 -0.7 -0.1 -0.7
H -2.422 3.770 0.490 0.3 -0.2 -0.2
H -0.998 4.049 2.712 -0.7 -0.8 -1.8
H 1.239 2.992 2.676 0.6 0.4 1.9
H 2.334 2.237 0.775 -2.2 1.2 -0.7
H 2.323 -2.098 -0.976 0.1 -0.7 -0.3
H 4.556 0.214 -0.152 0.8 -0.4 0.2
H 0.009 -4.288 0.238 -1.3 1.3 0.7
H -1.952 -5.060 1.399 -0.4 0.6 0.5
H -3.865 -3.522 1.991 0.4 0.0 0.1
H -3.936 -1.225 0.989 0.5 -0.6 0.0
H -2.016 -0.577 -0.435 -0.4 -0.2 -0.5
```
Positions in Å, forces in eV/Å.

Summary:
* ΔE to the lowest compared entry with this formula, charge and spin: 143.8 kJ/mol
* gap between HOMO and LUMO: 9.9 eV
* E_HOMO: -9.28 eV
* net charge: 0
* M: 269.109 g/mol

Results of the natural (NBO) charge analysis, in e, for atoms 1 through 5: -0.65, 0.67, -0.61, -0.38, -0.41

---

Entry 4:
C39H58BrClN4RuSbSi | ωB97M-V with the def2-TZVPD basis set

Geometry as XYZ:
```
106
Properties=species:S:1:pos:R:3:forces:R:3
Ru 0.717 -13.981 13.638 3.0 1.2 2.1
C 4.186 -12.778 13.538 -0.2 0.4 -0.3
C 3.734 -13.527 12.327 -1.0 -0.9 -0.5
C 4.586 -13.619 11.214 0.4 0.2 0.1
C 4.222 -14.290 10.044 0.4 0.7 0.0
C 2.999 -14.904 10.071 -0.1 -0.3 -0.7
C 2.208 -14.890 11.199 0.2 0.7 -0.6
N 2.490 -14.169 12.297 2.0 0.7 -0.3
Sb 0.562 -16.184 10.975 0.0 -0.2 0.6
C 1.219 -16.842 12.935 -0.9 -0.3 0.6
C 1.461 -18.195 12.982 0.6 -0.8 0.2
C 1.484 -18.893 14.194 0.2 1.3 0.4
C 1.068 -18.177 15.331 -0.1 -0.4 -0.1
C 0.800 -16.806 15.271 -0.3 0.1 -1.9
C 0.048 -16.160 16.406 0.9 -0.4 0.1
N 1.011 -16.112 14.059 -1.1 -1.6 1.6
C -0.849 -14.753 11.649 -1.0 -0.5 -0.8
C -1.941 -14.564 10.823 0.4 -0.1 -0.8
C -3.137 -14.070 11.315 0.0 0.3 -1.6
C -3.260 -13.898 12.686 0.0 0.4 1.7
C -2.181 -14.047 13.546 -2.5 0.2 -1.3
C -2.442 -13.942 15.023 0.0 -0.5 -0.3
N -0.992 -14.420 12.962 -1.1 -0.7 1.3
H 5.182 -12.408 13.328 0.2 0.1 0.1
H 4.222 -13.418 14.409 -0.1 -0.2 0.2
H 3.542 -11.922 13.786 0.0 -0.3 0.0
H 5.555 -13.121 11.291 -0.3 -0.2 -0.1
H 4.801 -14.298 9.101 -0.1 0.1 0.9
H 2.615 -15.390 9.175 0.2 -0.1 0.2
H 1.665 -18.702 12.043 -0.1 -0.2 0.2
H 1.836 -19.919 14.234 -0.4 0.0 0.1
H 0.843 -18.694 16.280 0.4 0.3 -0.6
H -0.917 -15.777 16.100 -0.1 -0.1 -0.3
H 0.615 -15.341 16.827 0.1 0.2 0.2
H -0.114 -16.923 17.180 0.0 0.3 -0.2
H -1.815 -14.853 9.773 -0.3 0.2 0.3
H -3.935 -13.810 10.614 0.1 -0.3 0.4
H -4.249 -13.669 13.106 0.6 0.0 -0.1
H -3.039 -14.818 15.325 0.2 0.3 0.0
H -3.004 -13.046 15.281 0.0 0.0 -0.2
H -1.538 -13.927 15.601 0.5 0.0 0.4
Cl 1.657 -13.164 15.685 0.2 -0.9 -0.5
C 7.811 -14.831 18.479 -0.7 -0.4 0.1
C 6.615 -14.647 17.508 0.1 0.0 -0.4
C 6.011 -13.225 17.679 0.6 -0.3 -0.3
C 7.161 -14.742 16.045 -0.3 0.1 0.0
Si 5.225 -15.935 17.834 -0.1 0.2 0.4
Br 3.951 -15.853 15.924 0.0 0.0 -0.1
C 5.748 -17.754 17.909 0.1 -0.5 -0.7
C 6.838 -18.000 16.795 -0.4 0.0 0.8
C 4.557 -18.732 17.606 1.1 0.0 0.2
C 6.354 -18.112 19.278 0.1 0.2 0.3
C 4.031 -15.445 19.268 -0.1 0.0 -0.2
C 3.060 -16.612 19.586 -0.2 0.6 0.5
C 4.802 -15.093 20.567 0.2 -0.2 -0.7
C 3.168 -14.213 18.890 0.1 0.0 -0.1
H 8.604 -14.157 18.222 0.5 0.5 -0.3
H 8.221 -15.843 18.446 0.0 0.1 -0.1
H 7.562 -14.616 19.520 -0.2 -0.1 0.0
H 6.778 -12.497 17.422 0.2 0.1 -0.1
H 5.738 -12.998 18.704 -0.2 -0.1 0.0
H 5.173 -13.053 16.996 -0.1 -0.1 0.2
H 7.963 -14.015 15.887 0.0 0.0 0.2
H 6.382 -14.511 15.305 0.1 0.0 0.2
H 7.556 -15.717 15.754 0.0 0.1 0.3
H 6.469 -17.753 15.802 -0.1 0.0 -0.1
H 7.135 -19.048 16.787 -0.1 -0.2 0.1
H 7.750 -17.434 16.983 -0.1 0.1 0.0
H 4.109 -18.553 16.640 -0.1 0.2 -0.3
H 3.785 -18.733 18.362 -0.1 0.0 0.1
H 4.985 -19.738 17.564 0.0 -0.1 0.1
H 7.315 -17.611 19.454 -0.2 0.0 0.0
H 6.559 -19.176 19.321 0.1 -0.4 -0.1
H 5.713 -17.911 20.152 0.1 0.1 -0.5
H 3.550 -17.511 19.966 0.0 0.1 -0.1
H 2.431 -16.871 18.735 0.1 -0.1 -0.2
H 2.367 -16.278 20.384 0.3 -0.1 -0.3
H 5.328 -15.951 20.984 0.1 0.0 0.0
H 4.079 -14.775 21.299 -0.4 0.2 0.5
H 5.521 -14.279 20.433 -0.1 -0.1 0.0
H 2.627 -14.315 17.931 0.3 -0.1 0.5
H 3.759 -13.290 18.846 -0.2 -0.3 0.0
H 2.427 -14.065 19.677 -0.1 0.0 0.1
C 2.343 -10.303 11.334 0.4 0.0 0.1
N 1.322 -10.828 10.356 0.5 -0.3 -0.4
C 0.653 -9.676 9.651 -0.2 -0.2 -0.1
C 0.364 -11.927 10.928 0.6 0.6 0.2
C -0.177 -11.494 12.272 -1.8 0.2 -0.7
C -1.199 -10.525 12.180 0.1 0.5 0.0
C -1.723 -9.914 13.309 -0.2 0.4 -0.5
C -1.323 -10.373 14.549 -0.4 1.3 1.1
C -0.468 -11.439 14.682 0.1 -0.6 -0.2
C 0.069 -12.061 13.524 0.2 0.8 0.4
H 3.210 -9.961 10.748 -0.3 -0.1 0.3
H 2.651 -11.081 12.049 -0.2 0.2 -0.5
H 1.947 -9.451 11.901 -0.2 -0.3 -0.3
H 1.842 -11.334 9.608 -0.3 0.5 0.7
H 0.111 -9.044 10.356 0.2 -0.2 0.0
H -0.039 -10.093 8.922 0.0 0.1 0.0
H 1.411 -9.090 9.125 0.0 -0.1 0.2
H 0.965 -12.838 10.935 -0.1 0.3 0.1
H -0.406 -12.019 10.162 -0.1 -0.1 0.2
H -1.615 -10.230 11.214 0.4 0.0 0.1
H -2.411 -9.054 13.217 0.3 -0.8 0.1
H -1.682 -9.824 15.443 0.2 -0.6 -0.5
H -0.243 -11.827 15.688 -0.2 0.3 -0.8
```
Positions in Å, forces in eV/Å.

Summary:
* ΔE to the lowest compared entry with this formula, charge and spin: 0.0 kJ/mol
* gap between HOMO and LUMO (spin up / spin down): 5.1 / 5.3 eV
* E_HOMO (spin up / spin down): -10.54 / -12.94 eV
* net charge: +2
* 2S+1: 6
* M: 949.194 g/mol

Results of the Mulliken charge analysis, in e, for atoms 1 through 5: 0.15, -0.66, 0.17, -0.80, -0.97

---

The highest net charge belongs to which entry?
C39H58BrClN4RuSbSi

---

Which formula does entry 1 have?
C24H44Br21NO2P

---

What is the net charge in the second record?
0

---

net charge of number 2 (C4H7NO2)?
0